Record 1
This record from OMol25 describes C2H18KO8 as an isolated structure. The level of theory is the ωB97M-V functional and the def2-TZVPD basis.

Its LUMO energy is -2.89 eV. For the gap between HOMO and LUMO, the calculation gives 10.91 eV. The value obtained for the HOMO energy is -13.80 eV. Its total charge is +1. The calculation puts the energy relative to the best compared isomer or geometry (same formula, charge and spin) at 0.0000 eV.

The geometry in XYZ format:
```
29
Properties=species:S:1:pos:R:3:lowdin_charge:R:1
K 5.20 13.50 7.41 0.90
O 3.96 11.08 7.92 -0.10
O 6.24 12.90 10.02 -0.05
O 7.87 13.97 7.88 -0.07
O 6.28 12.21 5.27 -0.13
O 5.60 15.55 9.22 -0.09
O 7.07 14.83 4.72 -0.06
O 2.48 13.97 8.08 -0.12
O 4.40 15.45 5.39 -0.05
C 5.98 12.85 3.97 -0.17
C 7.06 13.90 3.60 -0.16
H 1.84 13.45 7.55 0.07
H 7.09 11.74 5.14 0.08
H 7.39 14.46 5.50 0.02
H 7.99 13.53 8.71 0.03
H 4.30 16.33 5.06 0.05
H 4.74 10.54 7.91 0.04
H 4.67 15.85 9.29 0.08
H 6.07 16.19 9.79 0.09
H 8.03 13.48 3.37 0.12
H 8.35 13.39 7.29 0.04
H 3.26 10.41 7.79 0.07
H 5.05 13.47 3.93 0.13
H 6.01 12.14 3.23 0.10
H 6.74 14.30 2.65 0.13
H 5.66 12.52 10.65 0.05
H 5.25 15.21 5.05 -0.04
H 5.94 13.77 9.88 -0.06
H 2.25 13.74 9.03 0.09
```



Record 2
This record from OMol25 describes a single C2H2 molecule. The level of theory is the ωB97M-V functional and the def2-TZVPD basis.

The SMILES is C#C. Its LUMO energy is 1.35 eV. For the gap between HOMO and LUMO, the calculation gives 11.98 eV. The value obtained for the HOMO energy is -10.63 eV. The calculation puts the energy relative to the best compared isomer or geometry (same formula, charge and spin) at 0.7373 eV.

The geometry in XYZ format:
```
4
Properties=species:S:1:pos:R:3:lowdin_charge:R:1
C 0.53 -0.10 0.35 -0.05
C -0.47 0.30 -0.23 -0.07
H -1.35 0.27 -1.14 0.11
H 1.29 -0.47 1.02 0.01
```



Record 3
This record from OMol25 describes C2H20Fe2O16 as an isolated structure. The level of theory is the ωB97M-V functional and the def2-TZVPD basis.

Its LUMO energy (alpha / beta) is -4.63 / -8.20 eV. As for the spin multiplicity: 10. For the gap between HOMO and LUMO (alpha / beta), the calculation gives 7.31 / 3.74 eV. The value obtained for the HOMO energy (alpha / beta) is -11.94 / -11.94 eV. Its total charge is +1.

The geometry in XYZ format:
```
40
Properties=species:S:1:pos:R:3:lowdin_charge:R:1
Fe -49.39 3.55 14.23 1.10
Fe -49.80 2.68 10.62 1.16
O -47.49 4.52 13.91 -0.03
O -50.17 4.05 12.33 -0.05
O -48.47 1.92 13.49 -0.06
O -47.22 0.52 15.94 -0.01
O -48.00 -2.00 13.89 -0.03
O -47.18 0.42 12.91 -0.02
O -51.38 4.00 10.76 0.10
O -45.41 2.56 14.54 -0.02
O -48.56 3.92 9.52 -0.02
O -44.15 0.69 11.68 -0.03
O -46.75 -0.82 10.37 -0.02
O -45.18 -1.29 13.63 -0.04
O -45.97 2.73 9.93 -0.02
O -48.48 3.04 16.17 -0.03
O -51.89 5.30 12.43 0.38
O -48.17 1.66 11.43 -0.05
C -47.97 1.28 12.57 -0.94
C -51.20 4.48 11.82 -0.94
H -47.39 0.55 14.99 0.00
H -48.27 -1.89 14.80 0.02
H -44.11 1.57 11.30 0.02
H -45.96 1.95 14.05 0.00
H -47.79 -0.18 16.26 0.06
H -48.76 4.58 8.85 0.10
H -47.61 3.97 9.62 0.06
H -47.91 2.28 16.18 0.03
H -45.06 0.59 11.96 -0.02
H -45.93 -0.73 13.46 -0.04
H -46.88 -0.34 9.55 0.02
H -47.01 -0.20 11.05 -0.03
H -44.75 -1.39 12.78 0.03
H -46.82 4.17 14.49 0.04
H -47.76 -1.13 13.60 -0.03
H -47.05 5.24 13.45 0.10
H -48.94 3.01 17.01 0.09
H -46.57 2.39 10.59 0.00
H -45.92 2.04 9.27 0.06
H -44.53 2.21 14.44 0.07
```



Record 4
This record from OMol25 describes a 9-piece molecular cluster, C2H20O9 overall. The level of theory is the ωB97M-V functional and the def2-TZVPD basis.

The SMILES is C=CO.O.O.O.O.O.O.O.O. Its LUMO energy is 0.19 eV. For the gap between HOMO and LUMO, the calculation gives 9.62 eV. The value obtained for the HOMO energy is -9.43 eV. The calculation puts the energy relative to the best compared isomer or geometry (same formula, charge and spin) at 0.5050 eV.

The geometry in XYZ format:
```
31
Properties=species:S:1:pos:R:3:lowdin_charge:R:1
O 0.09 0.30 3.47 -0.08
O -1.56 0.05 0.03 -0.05
O -0.63 -3.31 0.02 -0.09
O -2.94 -1.96 -1.43 -0.12
O -1.98 1.54 2.18 -0.08
O 0.17 3.40 0.46 -0.12
O 1.94 1.26 0.83 -0.08
O 0.84 -0.33 -1.18 -0.09
O -0.01 2.32 -2.08 -0.05
C 1.44 -1.56 -1.22 -0.25
C 2.76 -1.61 -1.26 0.02
H -2.18 0.77 0.00 0.08
H -1.57 1.16 2.97 0.02
H -2.39 -1.24 -0.94 0.02
H -1.39 0.13 0.97 0.03
H 0.46 1.48 -2.24 0.04
H 0.81 -2.41 -1.34 0.09
H 0.12 3.09 -0.49 0.00
H 0.22 -0.66 3.25 0.08
H 1.36 0.65 0.28 0.04
H -1.05 -4.17 -0.27 0.08
H 3.23 -2.57 -1.10 0.05
H 0.73 0.74 2.86 0.04
H -2.86 -1.81 -2.40 0.05
H -1.37 -2.86 0.48 0.04
H 0.96 2.90 0.81 0.02
H 0.05 2.79 -2.93 0.08
H -1.37 2.18 1.74 0.04
H 3.43 -0.76 -1.34 0.06
H -0.13 -0.38 -0.97 0.07
H 2.83 0.89 0.84 0.06
```



Record 5
This record from OMol25 describes a 8-piece molecular cluster, C2H21NO7S overall. The level of theory is the ωB97M-V functional and the def2-TZVPD basis.

The SMILES is NCCS.O.O.O.O.O.O.O. Its LUMO energy is 0.28 eV. For the gap between HOMO and LUMO, the calculation gives 9.26 eV. The value obtained for the HOMO energy is -8.98 eV.

The geometry in XYZ format:
```
32
Properties=species:S:1:pos:R:3:lowdin_charge:R:1
S -0.56 -3.56 -2.03 0.72
O -0.77 0.43 3.84 -0.02
O -2.67 1.10 1.01 -0.04
O -0.38 2.59 -2.05 -0.03
O -2.97 -1.66 0.83 -0.10
O 2.38 1.56 1.51 -0.08
O -0.15 1.80 0.53 -0.11
O 3.36 0.48 -1.56 0.03
N 0.22 -1.16 0.17 0.00
C 0.07 -0.98 -1.28 -0.33
C 0.65 -2.31 -1.84 -0.64
H 0.89 -1.86 0.34 0.04
H 1.53 1.32 1.15 -0.05
H -0.09 3.53 -2.06 0.10
H 0.10 0.73 3.47 0.07
H -0.41 2.09 -0.38 0.02
H 0.46 -0.21 0.57 0.06
H -1.00 1.38 0.73 -0.01
H -1.13 1.25 3.83 -0.03
H -0.96 -0.74 -1.69 0.12
H -2.05 -1.60 0.32 0.07
H 0.98 -2.08 -2.84 0.06
H 1.58 -2.79 -1.40 0.09
H -1.19 -3.27 -0.84 -0.14
H 3.49 0.82 -0.68 0.02
H -2.83 -2.23 1.57 0.03
H 2.30 2.52 1.35 0.06
H 0.75 -0.17 -1.64 0.08
H -2.57 0.94 1.89 -0.02
H -3.12 0.24 0.70 0.07
H 0.42 2.12 -2.20 0.03
H 3.68 -0.28 -1.31 -0.06
```



Record 6
This record from OMol25 describes a 10-piece molecular cluster, C2H23NO10 overall. The level of theory is the ωB97M-V functional and the def2-TZVPD basis.

The SMILES is NCC=O.O.O.O.O.O.O.O.O.O. Its LUMO energy is 0.36 eV. For the gap between HOMO and LUMO, the calculation gives 10.34 eV. The value obtained for the HOMO energy is -9.99 eV. The calculation puts the energy relative to the best compared isomer or geometry (same formula, charge and spin) at 5.1836 eV.

The geometry in XYZ format:
```
36
Properties=species:S:1:pos:R:3:lowdin_charge:R:1
O 1.74 3.03 -1.00 -0.11
O 3.39 -1.23 -1.12 -0.09
O -3.59 1.66 1.20 0.01
O -0.78 -3.73 -3.25 -0.05
O 2.21 0.72 0.16 -0.08
O -0.51 1.16 3.62 -0.06
O -2.30 -1.25 -1.40 0.09
O 1.43 -2.28 -2.79 0.03
O 1.55 2.65 2.80 -0.03
O -0.22 0.69 -0.88 -0.02
N -1.81 -1.24 1.78 0.00
C -0.69 -0.60 1.02 -0.23
C -1.10 0.30 -0.10 -0.22
H 1.32 3.87 -0.75 0.06
H 1.55 -1.93 -3.56 -0.05
H 2.93 -0.37 -0.74 0.04
H 0.25 1.79 3.67 0.02
H -2.12 0.51 -0.27 0.08
H -0.08 -1.46 0.55 0.16
H 1.32 0.40 -0.08 0.00
H 2.53 2.70 3.15 0.14
H -4.48 1.75 1.26 -0.01
H 3.86 -1.62 -0.43 0.00
H 1.66 2.30 1.99 -0.06
H -1.51 -2.19 2.15 0.10
H -3.30 0.77 1.16 -0.01
H -0.09 0.01 1.68 0.09
H 2.36 1.60 -0.28 0.04
H -0.79 -4.31 -2.49 0.03
H 2.02 -1.94 -2.12 0.01
H 0.01 -3.25 -3.10 -0.05
H -3.11 -1.19 -1.29 -0.07
H -1.84 -0.56 2.57 0.06
H -1.93 -1.85 -2.02 0.05
H -1.33 1.55 3.44 0.00
H 0.83 2.47 -1.18 0.12
```